Entry from the Open Molecules 2025 dataset: a 5-piece molecular cluster, C4H18O5 overall (ωB97M-V/def2-TZVPD).

Structure (ORCA input):
```
! wB97M-V def2-TZVPD RIJCOSX def2/J DEFGRID3
* xyz 0 1
H 0.6938 -2.2069 -0.5913
H 0.0979 0.1552 2.1637
H -1.3096 -1.9541 3.0536
H -3.2011 2.3468 2.4571
O 0.4715 1.6104 -4.1130
H -2.7763 -1.9511 3.4285
O -2.0079 -2.5200 3.3828
H -1.3518 -1.9001 0.9164
H 0.7015 2.3158 1.4780
C 1.1973 0.4114 -3.9252
C -0.6068 -1.1055 0.8765
H 0.4907 2.1307 2.9657
C 0.7095 -1.7350 0.3911
C 1.5925 0.4660 -2.4407
H 0.7612 0.2562 -1.7676
O -2.9986 1.4563 2.1705
H -1.0190 -0.3823 0.1728
O 0.9908 1.7902 2.2239
H -2.0948 1.5042 1.8588
H 1.3412 -0.8790 0.1539
H 2.1043 0.3800 -4.5289
H 0.6439 1.9277 -5.0024
H 1.1256 -2.3289 1.2050
H 2.4010 -0.2370 -2.2401
O -0.4600 -0.6243 2.2176
H 0.5341 -0.4060 -4.2081
H 1.9691 1.4790 -2.2988
*
```

## Properties
E ... -14676.613 eV
SMILES string ... CCO.CCO.O.O.O
LUMO energy ... 0.013 eV
Strongest force on any atom ... 1.71 eV/A
Gap between HOMO and LUMO ... 0.382 hartree

Here are the Mulliken charges for atoms 1 to 6, given in e: 0.384 0.269 0.396 0.300 -0.517 0.309